Record 1
Below is 2 unconnected molecules or ions with the total composition C3H5F, with properties calculated with the ωB97M-V functional and the def2-TZVPD basis.

- ΔE to the lowest compared entry with this formula, charge and spin: 103.4 kcal/mol
- HOMO-LUMO gap: 9.176 eV

Last column: Mulliken charge in e.
Geometry (Å):
C -0.84973 -0.85397 -0.11921  -0.40
C -0.78631 0.16923 -0.99189  -0.56
C 1.69917 1.05159 0.98417  -0.08
F 2.44933 -0.03591 1.07301  -0.10
H -1.02647 -1.78530 -0.56760  0.24
H -0.48358 -0.58427 0.89455  0.16
H -1.18048 -0.03031 -2.04268  0.17
H 0.88036 0.90650 1.63957  0.17
H -0.70229 1.16244 -0.86991  0.39



Record 2
Below is C3H5F in the gas phase, with properties calculated with the ωB97M-V functional and the def2-TZVPD basis.

- ΔE to the lowest compared entry with this formula, charge and spin: 94.4 kcal/mol
- HOMO-LUMO gap (spin up / spin down): 8.139 / 9.471 eV
- SMILES string: C=C(C)F

Last column: Mulliken charge in e.
Geometry (Å):
C -1.51945 -0.57384 -0.15995  -0.75
C -0.07288 0.60186 -0.30490  0.21
C 1.18625 0.08813 0.30936  -0.76
F 0.03947 1.34694 -1.35809  -0.19
H -2.27552 -0.60223 -0.90115  0.33
H -1.56359 -0.65853 0.88545  0.31
H 1.42063 -0.68203 -0.31319  0.27
H 2.01778 0.77777 0.58926  0.32
H 0.76731 -0.29808 1.25322  0.25



Record 3
Below is 2 unconnected molecules or ions with the total composition C3H5F2IO2S, with properties calculated with the ωB97M-V functional and the def2-TZVPD basis.

- ΔE to the lowest compared entry with this formula, charge and spin: 104.0 kcal/mol
- HOMO-LUMO gap: 8.903 eV

Last column: Mulliken charge in e.
Geometry (Å):
C 0.23653 -1.21925 -1.17739  -0.58
C 0.06884 -0.37616 -0.11250  -0.51
C -2.55265 -0.29145 1.22760  -0.19
O -4.88192 -1.00001 -0.87920  -0.55
O -2.61619 -0.80697 -1.52319  -0.38
F -3.39447 -0.55170 2.16691  -0.12
F -3.41496 -2.68280 -0.17697  -0.25
S -3.58294 -1.08093 -0.27144  1.07
I -3.11412 1.70740 0.43805  0.02
H 0.79677 -0.85924 -2.04776  0.26
H -1.76353 -0.80664 -1.20614  0.32
H -0.03487 -2.29597 -1.14887  0.29
H 0.47935 0.57015 0.04346  0.33
H -0.24174 -0.85214 0.89356  0.31



Record 4
Below is C3H5F2N in the gas phase, with properties calculated with the ωB97M-V functional and the def2-TZVPD basis.

- ΔE to the lowest compared entry with this formula, charge and spin: 10.0 kcal/mol
- HOMO-LUMO gap: 10.918 eV
- SMILES string: FC1(F)CNC1

Last column: Mulliken charge in e.
Geometry (Å):
F -1.88862 -0.78934 0.47301  -0.32
C -0.89428 -0.00221 0.08056  1.14
F -1.47119 1.05920 -0.61774  -0.31
C 0.26202 0.50603 0.91209  -0.75
N 1.29087 -0.09480 -0.01687  -0.49
C 0.15293 -0.76683 -0.71271  -0.69
H 0.41177 0.18001 1.91535  0.29
H 0.22876 1.60743 0.87695  0.29
H 1.65396 0.62610 -0.62559  0.29
H 0.17238 -0.55816 -1.82760  0.27
H 0.08140 -1.76744 -0.45746  0.28



Record 5
Below is C3H5F2N in the gas phase, with properties calculated with the ωB97M-V functional and the def2-TZVPD basis.

- ΔE to the lowest compared entry with this formula, charge and spin: 12.0 kcal/mol
- HOMO-LUMO gap: 11.115 eV
- SMILES string: N=C(CF)CF

Last column: Mulliken charge in e.
Geometry (Å):
N -0.60392 1.59151 -0.06453  -0.64
C -0.12561 0.46645 -0.04629  0.40
C 1.41440 0.35330 0.11111  -0.25
F 1.78978 -0.99111 -0.07506  -0.30
C -0.85047 -0.85035 -0.05144  -0.21
F -2.22502 -0.74184 0.00479  -0.31
H -1.61199 1.62344 -0.15578  0.28
H 1.52675 0.46886 1.21525  0.22
H 1.88979 0.83118 -0.73039  0.31
H -0.48472 -1.32134 0.79388  0.26
H -0.71900 -1.43010 -1.00155  0.24



Record 6
Below is a gas-phase ion, C3H5F2O2Si (charge +1), with properties calculated with the ωB97M-V functional and the def2-TZVPD basis.

- ΔE to the lowest compared entry with this formula, charge and spin: 117.4 kcal/mol
- HOMO-LUMO gap (spin up / spin down): 5.816 / 8.373 eV
- Charge: +1

Last column: Mulliken charge in e.
Geometry (Å):
C 0.46052 -0.01923 0.11976  0.91
C -0.29149 2.21282 -0.29114  -0.23
C -0.06107 -1.39632 0.18556  -1.00
O -0.37636 0.95757 0.01055  -0.22
O 1.78127 0.17512 0.04797  -0.10
F 4.29356 -1.21490 -0.11572  -0.22
F 4.03255 1.28551 0.33446  -0.20
Si 3.30388 -0.00136 -0.19526  0.51
H 0.80287 2.60784 -0.52558  0.26
H -1.24611 2.80106 -0.13416  0.31
H -1.16662 -1.43102 0.49777  0.33
H 0.61969 -1.95858 0.87380  0.33
H -0.14158 -1.98989 -0.83649  0.31



Record 7
Below is a gas-phase ion, C3H5F2O2Si (charge +1), with properties calculated with the ωB97M-V functional and the def2-TZVPD basis.

- ΔE to the lowest compared entry with this formula, charge and spin: 70.0 kcal/mol
- HOMO-LUMO gap: 8.948 eV
- Charge: +1

Last column: Mulliken charge in e.
Geometry (Å):
C 0.67935 0.26499 -0.22127  0.87
C -0.42690 -1.55154 0.51159  -0.03
C 1.94156 0.80921 -0.68998  -1.00
O -0.39915 0.82698 -0.18462  -0.16
O 0.72236 -1.03406 0.29216  -0.18
F -2.72358 1.29153 0.39333  -0.28
F -2.54646 -0.73894 -0.86052  -0.20
Si -1.87725 -0.06040 0.40935  0.59
H -0.36571 -2.51761 1.01337  0.37
H -1.80015 -0.11237 1.86733  -0.04
H 2.06225 0.56025 -1.75382  0.33
H 2.78748 0.36462 -0.15872  0.37
H 1.94620 1.89735 -0.61819  0.36



Record 8
Below is 2 unconnected molecules or ions with the total composition C3H5F2P, with properties calculated with the ωB97M-V functional and the def2-TZVPD basis.

- ΔE to the lowest compared entry with this formula, charge and spin: 145.9 kcal/mol
- HOMO-LUMO gap (spin up / spin down): 7.178 / 9.714 eV

Last column: Mulliken charge in e.
Geometry (Å):
C -2.06093 -0.45309 0.90401  0.32
C 1.23303 0.36341 -0.53183  -0.63
C 0.79088 0.23743 0.87708  -0.23
F -2.11978 -1.35092 -0.01495  -0.18
F 1.03339 -0.99745 1.43741  -0.25
P -3.07052 0.32119 1.87693  -0.22
H 2.03954 -0.21629 -0.90493  0.31
H 0.24155 -0.01712 -1.09623  0.12
H 1.44844 1.36705 -0.88075  0.28
H 0.42831 1.02921 1.55335  0.44
H -4.36727 -0.00087 1.30845  0.03



Record 9
Below is C3H5FN2OS in the gas phase, with properties calculated with the ωB97M-V functional and the def2-TZVPD basis.

- ΔE to the lowest compared entry with this formula, charge and spin: 40.4 kcal/mol
- HOMO-LUMO gap: 8.615 eV
- SMILES string: [H]/N=C\N(O)C(=S)CF

Last column: Mulliken charge in e.
Geometry (Å):
H -2.23374 1.07962 0.55773  0.20
N -1.90649 1.19230 1.51514  -0.59
C -0.68583 0.82141 1.55858  0.08
N 0.12664 0.25311 0.53600  0.15
O 1.25922 -0.35097 1.01862  -0.42
C -0.36541 -0.20747 -0.66203  0.28
S -1.88490 -0.07913 -1.32087  -0.38
C 0.67978 -0.94871 -1.45271  -0.31
F 1.87136 -0.14552 -1.58728  -0.31
H -0.02623 1.07894 2.40351  0.35
H 1.95870 0.32012 0.83175  0.38
H 0.27313 -1.12009 -2.44312  0.34
H 0.93378 -1.89359 -0.95531  0.22



Record 10
Below is a molecular structure, C3H5FO, with properties calculated with the ωB97M-V functional and the def2-TZVPD basis.

- ΔE to the lowest compared entry with this formula, charge and spin: 87.0 kcal/mol
- HOMO-LUMO gap (spin up / spin down): 8.595 / 8.605 eV

Last column: Mulliken charge in e.
Geometry (Å):
C -0.89448 -1.50063 0.31624  -0.71
C -0.31292 0.37326 -0.06328  0.76
C 1.03034 0.82776 -0.33279  -1.06
O -1.10795 -0.52068 -0.71910  -0.34
F -1.04842 1.16763 0.70642  -0.26
H -0.06177 -2.02038 0.47926  0.38
H -1.61844 -1.36097 1.09663  0.29
H 1.79929 0.13479 -0.15512  0.28
H 1.06134 1.72445 0.13215  0.42
H 1.15299 1.17477 -1.46042  0.25



Result set for calculated total energy: -216.973436; -216.987768; -1163.205033; -371.752465; -371.749284; -756.719506; -756.795135; -658.172098; -800.026511; -292.257620 hartree, one per record in the order listed.